[1]
C44H102NO4PS | ωB97M-V with the def2-TZVPD basis set

Output
- E: -2832.8497 hartree
- HOMO-LUMO gap: 9.14 eV

```
! RIJCOSX wB97M-V def2-TZVPD def2/J DEFGRID3
* xyz 0 1
C 7.012 0.424 1.240
C 5.701 0.793 2.025
C 5.001 1.970 1.238
C 4.073 1.287 0.167
N 2.866 0.865 0.879
C 2.244 -0.289 0.315
O 2.747 -1.528 0.961
S 1.637 -2.667 0.517
O 0.991 -3.479 1.557
O 2.322 -3.535 -0.449
O 0.407 -1.697 -0.077
C 0.726 -0.417 0.559
P -0.442 0.949 0.033
C -1.707 1.011 1.433
C 0.418 2.596 -0.106
H 7.631 -0.280 1.812
H 7.542 1.359 0.993
H 6.683 0.002 0.274
H 5.024 -0.079 1.964
H 5.857 1.039 3.085
H 4.358 2.551 1.924
H 5.746 2.616 0.749
H 4.625 0.465 -0.322
H 3.867 2.053 -0.599
H 3.012 0.778 1.875
H 2.600 -0.430 -0.720
H 0.607 -0.655 1.637
H -1.344 0.383 2.267
H -2.708 0.726 1.093
H -1.736 2.040 1.839
H -0.369 3.362 0.033
H 1.184 2.797 0.660
H 0.875 2.754 -1.095
C 3.520 -5.956 1.969
C 3.292 -7.403 2.389
C 1.900 -7.649 2.970
C 1.584 -6.873 4.249
C 2.550 -7.114 5.409
C 2.565 -8.561 5.893
H 3.454 -5.273 2.819
H 4.513 -5.841 1.528
H 2.784 -5.647 1.225
H 4.063 -7.705 3.104
H 3.420 -8.046 1.513
H 1.779 -8.722 3.153
H 1.150 -7.389 2.215
H 0.570 -7.134 4.571
H 1.561 -5.802 4.028
H 2.255 -6.472 6.244
H 3.564 -6.810 5.132
H 1.569 -8.873 6.215
H 3.242 -8.670 6.742
H 2.902 -9.244 5.112
C -8.914 -0.060 2.422
C -8.031 -0.066 3.665
C -6.763 0.773 3.511
C -5.802 0.302 2.417
C -5.312 -1.140 2.556
C -4.508 -1.384 3.828
H -8.403 -0.498 1.562
H -9.819 -0.643 2.602
H -9.214 0.958 2.164
H -7.777 -1.097 3.929
H -8.608 0.331 4.504
H -6.239 0.798 4.471
H -7.046 1.809 3.299
H -4.936 0.972 2.407
H -6.281 0.417 1.439
H -4.678 -1.374 1.695
H -6.153 -1.838 2.514
H -3.636 -0.726 3.869
H -4.152 -2.415 3.861
H -5.108 -1.214 4.724
C -10.348 -3.628 1.969
C -11.288 -3.136 3.063
C -12.301 -4.188 3.513
C -13.272 -4.660 2.429
C -14.105 -3.554 1.780
C -15.024 -2.835 2.761
H -10.890 -3.887 1.057
H -9.626 -2.851 1.713
H -9.793 -4.509 2.300
H -11.802 -2.231 2.726
H -10.688 -2.841 3.930
H -12.865 -3.793 4.363
H -11.759 -5.061 3.894
H -13.947 -5.401 2.868
H -12.718 -5.187 1.646
H -14.719 -4.001 0.993
H -13.456 -2.827 1.285
H -15.712 -3.538 3.237
H -15.620 -2.082 2.242
H -14.460 -2.325 3.544
C 1.385 6.950 -6.161
C 2.156 5.635 -6.126
C 1.342 4.470 -5.563
C 0.895 4.632 -4.109
C 2.026 4.853 -3.105
C 3.000 3.682 -3.025
H 1.101 7.278 -5.159
H 1.999 7.735 -6.604
H 0.478 6.852 -6.761
H 3.080 5.766 -5.555
H 2.461 5.383 -7.146
H 1.927 3.550 -5.666
H 0.452 4.327 -6.184
H 0.331 3.738 -3.820
H 0.192 5.466 -4.035
H 1.583 5.005 -2.115
H 2.573 5.770 -3.339
H 2.479 2.761 -2.750
H 3.763 3.878 -2.269
H 3.511 3.517 -3.975
C 3.236 6.903 -10.735
C 2.964 8.199 -9.980
C 1.476 8.521 -9.845
C 0.734 8.745 -11.163
C 1.302 9.855 -12.046
C 1.246 11.233 -11.395
H 2.875 6.952 -11.764
H 4.309 6.702 -10.771
H 2.752 6.057 -10.241
H 3.490 9.025 -10.468
H 3.393 8.114 -8.977
H 1.364 9.404 -9.208
H 0.986 7.702 -9.307
H -0.313 8.971 -10.936
H 0.721 7.813 -11.737
H 0.725 9.887 -12.975
H 2.332 9.627 -12.333
H 0.219 11.500 -11.138
H 1.630 11.992 -12.079
H 1.849 11.274 -10.486
C 6.526 -2.599 4.010
C 7.862 -2.273 4.666
C 9.057 -2.901 3.949
C 9.065 -4.430 3.916
C 9.019 -5.108 5.285
C 10.227 -4.788 6.159
H 6.319 -3.670 4.028
H 5.713 -2.097 4.539
H 6.510 -2.259 2.971
H 7.841 -2.582 5.715
H 7.993 -1.186 4.671
H 9.978 -2.540 4.418
H 9.084 -2.533 2.917
H 9.965 -4.760 3.386
H 8.219 -4.786 3.320
H 8.977 -6.190 5.133
H 8.101 -4.838 5.815
H 11.154 -5.089 5.666
H 10.162 -5.323 7.108
H 10.290 -3.722 6.386
*
```

***

[2]
C44H104As2Br2F12N4O4P2 | ωB97M-V with the def2-TZVPD basis set

Output
- E: -13759.2952 hartree
- HOMO-LUMO gap: 6.99 eV

```
! RIJCOSX wB97M-V def2-TZVPD def2/J DEFGRID3
* xyz 2 1
C -4.646 1.682 -0.724
C -3.948 2.768 0.078
C -4.625 3.105 1.471
C -3.778 4.197 2.207
P -4.048 4.462 4.023
C -5.690 5.134 4.364
C -6.909 4.249 4.365
C -8.154 5.049 4.759
C -9.461 4.302 4.440
C -3.860 2.943 4.948
C -4.130 3.169 6.406
C -4.093 1.798 7.167
C -4.119 2.126 8.675
C -2.857 5.669 4.569
C -1.443 5.111 4.878
C -0.491 4.816 3.723
C -0.404 3.352 3.300
H -3.958 1.240 -1.453
H -5.460 2.091 -1.302
H -4.967 0.803 -0.184
H -3.964 3.709 -0.496
H -2.962 2.432 0.386
H -4.670 2.170 2.032
H -5.655 3.457 1.271
H -3.799 5.194 1.781
H -2.743 3.817 2.257
H -5.747 5.971 3.663
H -5.667 5.700 5.302
H -6.777 3.384 5.034
H -7.102 3.811 3.399
H -8.114 6.018 4.252
H -8.069 5.290 5.852
H -9.329 3.805 3.472
H -10.409 4.802 4.516
H -9.457 3.510 5.171
H -2.815 2.624 4.886
H -4.489 2.131 4.567
H -5.148 3.533 6.589
H -3.361 3.851 6.845
H -3.207 1.264 6.858
H -4.943 1.280 6.740
H -4.190 1.306 9.429
H -4.919 2.836 8.883
H -3.180 2.689 8.849
H -3.332 6.161 5.454
H -2.783 6.439 3.791
H -1.571 4.234 5.499
H -0.983 5.833 5.546
H 0.507 5.153 4.059
H -0.707 5.464 2.862
H 0.233 3.249 2.456
H -1.393 2.954 3.054
H 0.011 2.716 4.092
C 4.142 -8.738 -1.005
C 3.071 -7.623 -0.839
C 3.599 -6.314 -1.431
C 3.810 -6.384 -2.923
P 4.374 -4.877 -3.762
C 3.091 -3.686 -4.041
C 2.241 -3.347 -2.839
C 1.234 -2.193 -3.170
C 1.808 -0.736 -3.293
C 5.591 -4.079 -2.765
C 6.262 -2.721 -3.211
C 7.301 -2.350 -2.162
C 8.635 -3.093 -2.237
C 5.128 -5.216 -5.374
C 6.476 -5.899 -5.104
C 7.078 -6.473 -6.334
C 8.438 -7.082 -6.138
H 5.040 -8.444 -0.462
H 4.443 -8.904 -2.026
H 3.847 -9.736 -0.687
H 2.833 -7.565 0.251
H 2.134 -7.911 -1.306
H 4.533 -6.062 -0.952
H 2.844 -5.549 -1.239
H 2.864 -6.714 -3.340
H 4.471 -7.194 -3.174
H 2.554 -4.014 -4.940
H 3.642 -2.804 -4.415
H 2.842 -3.006 -2.009
H 1.589 -4.148 -2.459
H 0.570 -2.191 -2.289
H 0.693 -2.420 -4.090
H 2.039 -0.408 -2.279
H 1.034 -0.084 -3.732
H 2.695 -0.589 -3.916
H 6.457 -4.748 -2.657
H 5.222 -3.854 -1.765
H 5.414 -2.025 -3.298
H 6.721 -2.773 -4.214
H 6.890 -2.480 -1.127
H 7.482 -1.290 -2.334
H 9.384 -2.582 -1.637
H 8.978 -3.081 -3.278
H 8.524 -4.132 -1.949
H 5.258 -4.238 -5.841
H 4.500 -5.887 -5.997
H 6.389 -6.729 -4.392
H 7.147 -5.194 -4.593
H 7.193 -5.736 -7.118
H 6.454 -7.321 -6.728
H 8.739 -7.498 -7.088
H 8.398 -7.983 -5.481
H 9.239 -6.428 -5.760
C 1.046 -2.575 3.809
C 0.976 -4.024 3.427
O 1.820 -4.871 3.523
N -0.481 -4.454 3.087
H -0.983 -4.470 4.012
H -1.011 -3.683 2.590
C -0.603 -5.703 2.281
H 2.072 -2.227 3.678
H 0.636 -2.380 4.796
H 0.503 -2.016 3.043
H 0.138 -6.282 2.823
H -0.340 -5.448 1.254
H -1.605 -6.051 2.432
C 3.585 6.730 0.755
C 2.080 6.786 0.661
O 1.336 7.719 0.964
N 1.472 5.380 0.201
H 2.152 4.957 -0.467
H 1.511 4.665 0.967
C 0.088 5.416 -0.322
H 3.875 7.748 0.540
H 3.995 6.047 0.034
H 3.782 6.457 1.787
H -0.032 6.321 -0.883
H -0.610 5.512 0.474
H -0.226 4.595 -0.985
C -1.736 -0.769 -2.251
C -1.339 0.213 -1.239
O -1.219 1.389 -1.377
N -1.110 -0.296 0.076
H -1.774 0.029 0.905
H -1.194 -1.322 0.019
C 0.242 0.028 0.676
H -1.273 -1.750 -2.099
H -1.581 -0.402 -3.264
H -2.802 -0.968 -2.228
H 0.134 0.762 1.462
H 0.914 0.437 -0.082
H 0.558 -0.957 1.010
C -3.009 2.310 -3.753
C -2.664 3.496 -4.538
O -2.376 4.644 -4.266
N -2.949 3.325 -6.174
H -2.971 2.394 -6.627
H -3.827 3.763 -6.368
C -1.832 4.065 -6.938
H -2.527 1.402 -4.156
H -4.120 2.148 -3.919
H -2.872 2.365 -2.672
H -1.993 5.080 -6.640
H -1.988 3.817 -7.976
H -0.907 3.608 -6.548
As 3.329 2.491 0.907
F 3.441 0.993 0.058
F 1.556 2.533 0.533
F 3.133 4.036 1.750
F 5.044 2.455 1.154
F 3.502 3.432 -0.554
F 3.161 1.684 2.409
As -4.860 -2.860 -1.929
F -6.331 -2.293 -1.260
F -3.945 -1.983 -0.747
F -3.352 -3.416 -2.649
F -5.759 -3.686 -3.136
F -4.752 -1.410 -2.953
F -4.869 -4.277 -0.837
Br 0.792 -3.550 -0.009
Br -2.614 0.568 2.644
*
```